81
Properties=species:S:1:pos:R:3:forces:R:3 method="wB97M-V/def2-TZVPD" mol_weight_g_mol=1025.53 energy_ev=-172915.99491 charge=+2 homo_ev="-13.071 / -13.071" multiplicity=2
Yb 0.2487 -0.2653 0.7034 -0.1 -0.4 -1.1
I 0.1475 2.5611 -0.2560 -0.3 -0.1 -0.3
C 2.0318 3.4133 0.1362 0.5 0.3 0.2
C 1.8342 4.7283 0.4786 0.2 0.0 0.0
C 2.9166 5.6012 0.6966 -0.1 -0.1 0.0
C 4.1741 5.1218 0.5405 0.1 0.0 0.0
C 4.4086 3.7695 0.1897 0.2 0.1 0.0
C 5.7637 3.3792 0.0291 -0.1 0.0 0.0
C 6.1032 2.1100 -0.3161 -0.1 0.0 0.0
C 5.0707 1.1730 -0.4700 0.2 -0.1 -0.1
C 3.7417 1.4848 -0.3089 -0.1 0.3 0.0
P 2.6578 0.0585 -0.4731 -0.2 0.1 -0.3
C 2.8267 -0.6935 -2.1002 0.3 -0.1 -0.1
C 1.9740 -0.2775 -3.1217 -0.1 0.1 -0.1
C 2.0915 -0.8228 -4.3927 0.0 0.0 0.0
C 3.0536 -1.7900 -4.6426 0.0 0.0 0.0
C 3.9037 -2.2140 -3.6272 0.0 0.0 0.0
C 3.7941 -1.6682 -2.3593 0.0 0.0 0.0
C 3.1481 -1.2059 0.7326 0.1 0.1 0.1
C 3.9704 -0.9470 1.8295 0.0 0.0 0.0
C 4.1208 -1.9062 2.8193 0.0 0.0 0.0
C 3.4321 -3.1122 2.7474 0.0 0.0 0.1
C 2.5936 -3.3724 1.6759 0.0 0.0 0.0
C 2.4542 -2.4223 0.6682 -0.2 0.0 0.0
C 3.3447 2.8388 -0.0045 -0.3 -0.1 0.0
H 0.8354 5.1292 0.5794 0.0 0.0 0.0
H 2.7338 6.6320 0.9644 0.0 0.0 0.0
H 5.0331 5.7653 0.6800 0.0 0.0 0.0
H 6.5239 4.1344 0.1832 0.0 0.0 0.0
H 7.1345 1.8186 -0.4547 0.0 0.0 0.0
H 5.3487 0.1535 -0.7156 0.0 0.0 0.0
H 1.2282 0.4903 -2.9427 0.0 0.0 0.0
H 1.4322 -0.4926 -5.1838 0.0 0.0 0.0
H 3.1450 -2.2189 -5.6316 0.0 0.0 0.0
H 4.6521 -2.9694 -3.8253 0.0 0.0 0.0
H 4.4501 -2.0125 -1.5686 0.0 0.0 0.0
H 4.4792 0.0042 1.9151 0.0 0.0 0.0
H 4.7752 -1.7069 3.6583 0.0 0.0 0.0
H 3.5581 -3.8488 3.5298 0.0 0.0 0.0
H 2.0636 -4.3130 1.6108 0.0 0.0 0.0
H 1.8505 -2.6701 -0.2062 0.0 0.0 -0.1
Br 3.8253 0.5420 7.2673 0.1 0.1 0.0
C 2.4119 -0.3339 6.4038 -0.1 -0.1 0.0
C 1.7066 -1.3350 7.0747 0.0 -0.1 0.1
N 0.6991 -2.0165 6.5375 0.1 0.1 -0.1
C 0.3605 -1.7261 5.2866 0.0 -0.1 0.1
C 1.0031 -0.7416 4.5448 0.1 0.1 0.0
C 2.0515 -0.0164 5.1139 -0.1 -0.1 0.1
C 0.6182 -0.4803 3.1659 0.1 0.1 -0.1
O -0.2625 -1.1883 2.5497 0.0 -0.1 0.8
O 1.1845 0.4518 2.4835 0.0 0.1 0.8
H 1.9778 -1.5885 8.0932 0.0 0.0 0.0
H -0.4499 -2.2992 4.8526 0.0 0.0 0.0
H 2.5535 0.7604 4.5544 0.0 0.0 0.0
C -3.3074 0.1127 1.1710 0.1 0.1 0.0
C -2.8522 -1.0563 0.3757 -0.1 -0.1 0.0
N -1.6616 -1.2079 -0.1976 0.1 0.0 0.1
C -1.6917 -2.4379 -0.8504 0.0 0.1 -0.1
C -2.9040 -3.0016 -0.6683 -0.1 0.0 0.0
N -3.6228 -2.1243 0.1174 0.0 -0.1 0.0
C -5.0381 -2.2791 0.4677 0.1 0.0 0.1
N -5.8256 -1.2940 -0.1990 0.0 0.0 -0.1
N -5.7708 -1.2495 -1.5577 -0.2 0.1 -0.1
N -6.5327 -0.3202 -1.9789 0.2 0.0 0.2
C -7.1169 0.2977 -0.8840 -0.1 0.1 -0.4
C -8.0215 1.3655 -0.8401 0.0 -0.1 0.1
C -8.4388 1.7699 0.4035 0.0 -0.1 0.1
C -7.9750 1.1307 1.5781 -0.1 0.1 0.0
C -7.0905 0.0777 1.5471 0.0 0.0 -0.1
C -6.6705 -0.3233 0.2717 0.1 -0.1 0.3
H -2.4868 0.8148 1.3379 0.0 0.0 0.0
H -3.6873 -0.1813 2.1498 0.0 0.0 0.0
H -4.0966 0.6562 0.6486 0.0 0.0 0.0
H -0.8652 -2.8098 -1.4332 0.0 0.0 0.0
H -3.3378 -3.9148 -1.0365 0.0 0.0 0.0
H -5.1700 -2.1783 1.5432 0.0 0.0 0.0
H -5.3185 -3.2884 0.1727 -0.1 0.0 0.0
H -8.3710 1.8345 -1.7490 0.0 0.0 0.0
H -9.1443 2.5836 0.4963 0.0 0.0 0.0
H -8.3426 1.4752 2.5357 0.0 0.0 0.0
H -6.7750 -0.4133 2.4582 0.0 0.0 0.0



16
Properties=species:S:1:pos:R:3:forces:R:3 method="wB97M-V/def2-TZVPD" mol_weight_g_mol=258.00 energy_ev=-13289.85372 charge=+2 homo_ev="-13.537 / -13.532"
O 0.3763 -2.3400 0.8212 -0.9 -0.1 -0.9
C 0.9283 -1.1811 0.7155 -2.1 -0.8 -2.7
O 2.1282 -0.9834 1.0817 2.4 1.6 0.2
La 2.7244 0.9019 -0.3230 -3.0 -3.0 2.0
O 0.3774 -0.2496 0.0001 2.0 1.4 -0.3
C -0.5403 -2.8193 -0.4230 2.8 -0.9 -0.6
H 0.1426 -3.5442 -0.8879 0.5 0.1 0.4
H -1.3704 -3.5099 -0.2305 -0.2 1.5 1.0
H -0.5333 -2.0214 -1.1700 -1.1 0.1 0.9
C -2.6802 -0.3782 0.7771 -3.5 -1.9 0.3
C -3.1297 -1.3029 -0.1268 1.0 1.4 0.6
O -3.0628 0.9241 0.7553 2.2 1.0 -0.4
H -2.5625 -0.6967 1.8170 0.2 0.2 -0.2
H -3.1992 -1.0192 -1.1808 -0.7 -0.1 0.3
H -3.5854 -2.2082 0.2762 1.0 -0.3 -0.5
H -3.0647 1.2561 -0.1503 -0.4 0.0 -0.1



40
Properties=species:S:1:pos:R:3:forces:R:3 method="wB97M-V/def2-TZVPD" mol_weight_g_mol=252.25 energy_ev=-75175.81487 charge=-1 homo_ev=-3.230
C 0.2447 2.5623 -2.4917 0.5 -0.3 0.1
C -0.1172 0.9953 -2.1764 0.3 0.0 -0.1
C -1.7095 0.6745 -1.9623 0.7 -0.2 -0.8
C -2.5286 1.7712 -1.0602 -2.0 -0.5 -0.6
N -3.2874 1.1424 0.1277 -0.1 1.0 -2.4
As -2.0952 0.5423 1.4712 0.0 -1.0 1.1
C -0.7987 -0.2748 2.8340 2.3 -0.3 0.9
C 0.5559 -0.7846 2.0607 -0.4 -0.3 -0.4
C 0.4324 -2.2774 1.3744 1.2 0.3 0.4
C 1.9496 -2.6528 0.7859 -1.3 -1.0 -0.6
C 2.0959 -1.9713 -0.7047 -0.7 -0.9 0.0
O 3.2957 -1.1353 -0.8824 -1.7 0.6 1.4
C 3.2990 0.0279 0.0189 1.0 1.2 0.0
H -0.5661 2.9986 -3.2141 1.5 -0.5 1.5
H 1.2877 2.6043 -3.0401 -2.0 -0.1 1.0
H 0.3837 3.2048 -1.4954 -0.7 -1.4 -2.2
H 0.2660 0.3598 -3.0953 -0.7 1.1 1.8
H 0.5017 0.6766 -1.2305 -1.3 0.5 -1.8
H -2.2031 0.6429 -3.0458 1.0 0.1 2.2
H -1.7803 -0.4375 -1.5343 0.0 2.6 -0.7
H -3.3924 2.1981 -1.7654 1.9 -0.7 1.3
H -1.9072 2.7038 -0.7216 -1.0 -2.1 -0.5
H -3.8619 0.3195 -0.2028 1.1 1.2 0.3
H -2.3022 1.7986 2.3551 -0.1 0.6 0.2
H -3.3142 -0.1413 2.1953 -0.4 -0.2 0.1
H -1.9152 -0.7748 0.6265 0.3 -0.6 -0.3
H -0.9314 1.2639 0.7025 0.6 0.0 -0.1
H -0.4657 0.5998 3.5675 -0.7 -1.8 -1.2
H -1.2674 -1.1719 3.4279 0.8 1.7 -1.0
H 1.5260 -0.8030 2.7299 -1.9 0.1 -1.1
H 0.7636 -0.0174 1.1917 -0.4 -1.4 1.6
H 0.1218 -3.0963 2.1718 0.5 1.8 -1.6
H -0.3379 -2.2736 0.4867 1.5 0.0 1.9
H 2.8039 -2.3747 1.5376 -1.7 -0.4 -1.5
H 1.9728 -3.8345 0.6261 0.2 2.5 0.4
H 2.1506 -2.8399 -1.5202 0.2 2.0 1.7
H 1.0783 -1.4058 -0.9268 2.3 -0.7 0.4
H 3.4262 -0.2353 1.1523 -0.4 0.2 -2.1
H 4.2519 0.6780 -0.2816 -2.0 -1.5 0.5
H 2.3742 0.7375 -0.0922 1.5 -1.6 0.1



11
Properties=species:S:1:pos:R:3:forces:R:3 method="wB97M-V/def2-TZVPD" mol_weight_g_mol=116.14 energy_ev=-19035.23558 charge=0 homo_ev=-8.440
H 0.1002 2.8427 -0.3862 -1.7 -4.2 2.9
N -0.4559 1.8946 0.2519 1.8 5.4 -2.9
C 0.1488 0.8087 0.2706 0.1 -0.2 -0.5
O 1.4774 0.5069 -0.1256 -2.0 -0.5 1.3
C 1.4656 -0.8630 -0.0792 -3.1 -2.0 0.0
C 0.2538 -1.4661 0.1609 1.3 2.1 0.2
N -0.5800 -0.3562 0.6337 -0.9 -1.0 -2.1
S -2.3335 -0.3432 -0.0464 1.4 1.1 0.2
H 2.3262 -1.4235 -0.0788 2.2 -0.5 -0.6
H -0.0488 -2.5412 0.0749 0.4 1.5 0.5
H -2.3537 0.9404 -0.6757 0.5 -1.6 0.9



19
Properties=species:S:1:pos:R:3:forces:R:3 method="wB97M-V/def2-TZVPD" mol_weight_g_mol=133.22 energy_ev=-19731.47148 charge=0 homo_ev="-9.833 / -7.810"
C 0.3357 -1.3590 1.0266 -0.6 0.3 -0.7
C 0.5857 1.0263 0.6076 0.9 -2.4 1.1
C -0.0045 -0.2774 -0.0200 -2.0 1.1 0.0
C 0.5850 -0.6862 -1.3521 3.4 1.0 0.6
C -1.5800 -0.0955 -0.1784 1.1 -0.4 -1.4
N 2.3536 2.7940 1.0648 1.9 1.0 -0.8
O 1.4310 -1.0394 1.7255 0.7 -1.1 0.6
S 2.2390 1.5244 0.0803 -0.8 0.0 0.2
H 0.3691 -2.3593 0.6080 0.5 -0.6 -0.4
H -0.4887 -1.5199 1.7105 -0.6 0.3 0.8
H -0.0755 1.8370 0.6200 -0.8 1.4 -0.5
H 0.7426 0.6955 1.6863 -0.1 1.1 -1.1
H 1.6547 -1.0896 -1.0383 -1.6 1.2 -1.1
H 0.6528 0.2864 -1.9299 0.2 -1.5 0.0
H 0.2077 -1.5321 -1.9168 -0.9 0.2 0.1
H -2.0344 0.6614 -0.9223 1.3 -1.3 0.9
H -2.0499 0.0693 0.7405 -0.5 0.7 1.7
H -1.8743 -1.1157 -0.4013 -0.6 -0.1 -0.7
H 3.2630 3.2760 0.7476 -1.5 -0.8 0.8



91
Properties=species:S:1:pos:R:3:forces:R:3 method="wB97M-V/def2-TZVPD" mol_weight_g_mol=773.66 energy_ev=-93146.27058 charge=0 homo_ev="-4.575 / -7.467" multiplicity=3
Ti -0.0826 0.3241 -0.6395 0.6 1.0 -0.7
C 1.6154 2.2208 0.4586 -0.2 0.1 0.0
N 0.2397 1.9341 0.8984 0.3 0.0 0.6
C 0.0651 1.4000 2.2490 0.0 0.1 0.1
C 0.7727 0.0869 2.2932 0.3 -0.2 0.1
N 1.0140 -0.6172 1.2211 -0.3 0.4 0.4
C 1.8447 -1.6501 1.6172 0.1 -0.1 0.2
C 2.4726 -2.6400 0.8688 -0.1 0.0 0.0
C 3.3102 -3.5097 1.5399 0.0 0.0 -0.1
C 3.5151 -3.4147 2.9220 0.0 0.0 0.1
C 2.8994 -2.4346 3.6786 0.0 -0.1 0.1
C 2.0716 -1.5532 2.9985 0.1 0.0 -0.3
N 1.3868 -0.4183 3.3959 -0.2 0.0 0.0
C 1.8206 1.5999 -0.8981 1.3 0.0 -0.4
N 1.9694 0.2807 -1.1014 0.8 0.5 -0.3
C 2.4874 0.1501 -2.3816 0.2 0.2 -0.3
C 2.8521 -0.9888 -3.0883 0.0 0.0 0.0
C 3.3508 -0.8237 -4.3694 -0.1 -0.2 0.1
C 3.4766 0.4410 -4.9441 0.0 0.1 0.0
C 3.1291 1.5883 -4.2446 0.0 0.1 -0.1
C 2.6509 1.4212 -2.9562 0.0 -0.3 0.1
N 2.2763 2.3237 -1.9787 -0.2 0.1 0.3
H 2.3154 1.7699 1.1633 0.1 0.0 0.0
H 1.8178 3.2936 0.4145 0.0 0.0 0.0
H -0.3824 2.7057 0.7111 -0.1 0.0 -0.1
H -1.0023 1.2397 2.4078 0.0 0.0 0.0
H 0.4536 2.0609 3.0345 0.0 0.0 0.0
H 2.3046 -2.7072 -0.1972 0.0 0.0 0.0
H 3.8317 -4.2791 0.9857 0.0 0.0 0.0
H 4.1794 -4.1192 3.4048 0.0 0.0 0.0
H 3.0600 -2.3549 4.7460 0.0 0.0 0.0
H 1.2606 -0.0944 4.3385 0.0 0.0 0.0
H 2.7189 -1.9734 -2.6597 0.0 0.0 0.0
H 3.6255 -1.7001 -4.9415 0.0 0.0 0.0
H 3.8629 0.5275 -5.9516 0.0 0.0 0.0
H 3.2413 2.5728 -4.6827 0.0 0.0 0.0
H 2.0099 3.2776 -2.1585 0.0 0.1 0.0
O -1.9232 -1.8632 1.6320 0.0 0.1 -0.1
C -1.6328 -1.3176 0.5782 -0.7 -0.9 0.3
O -1.5769 -0.0104 0.4172 -1.3 -0.3 1.3
C -1.3126 -2.0432 -0.6748 -0.3 0.0 0.1
C -1.7595 -3.3292 -0.9310 0.1 0.0 0.1
C -1.6577 -3.8493 -2.2001 0.0 -0.1 0.1
C -1.1594 -3.0202 -3.2525 0.1 0.2 -0.1
C -1.1532 -3.4344 -4.5923 0.0 0.0 0.1
C -0.6738 -2.6176 -5.5967 0.0 0.0 -0.1
C -0.2007 -1.3489 -5.2813 0.1 0.0 0.0
C -0.2080 -0.9046 -3.9716 0.0 -0.2 0.2
C -0.6711 -1.7208 -2.9327 0.0 -0.2 -0.2
N -0.6831 -1.2589 -1.6240 -0.3 -1.2 -0.8
H -2.2044 -3.8859 -0.1170 0.0 0.0 0.0
H -1.9961 -4.8512 -2.4299 0.0 0.0 0.0
H -1.5479 -4.4169 -4.8263 0.0 0.0 0.0
H -0.6728 -2.9600 -6.6244 0.0 0.0 0.0
H 0.1767 -0.7037 -6.0671 0.0 0.0 0.0
H 0.1185 0.0932 -3.7197 0.1 0.1 0.0
N -0.7544 1.6819 -1.7486 -0.3 0.6 -0.6
P -1.7006 2.6066 -2.5319 -0.4 0.3 -0.2
C -2.6986 3.7357 -1.4878 0.3 -0.1 0.0
C -2.9120 3.3978 -0.1557 0.0 -0.1 -0.1
C -3.5936 4.2694 0.6831 0.0 0.0 0.1
C -4.0597 5.4796 0.1912 0.0 0.0 0.0
C -3.8763 5.8050 -1.1472 0.0 0.0 0.0
C -3.1986 4.9358 -1.9866 0.0 -0.1 0.1
C -0.7512 3.8144 -3.5477 0.0 -0.1 0.2
C -0.6880 3.8844 -4.9323 -0.1 0.0 0.0
C 0.1504 4.8073 -5.5494 0.1 0.1 0.0
C 0.9289 5.6683 -4.7938 0.0 0.0 -0.1
C 0.8576 5.6230 -3.4059 0.0 0.0 0.0
C 0.0260 4.7006 -2.7935 0.0 0.0 -0.1
C -2.9638 1.8706 -3.6205 0.3 -0.1 0.1
C -2.5280 1.1403 -4.7251 -0.1 0.1 0.1
C -3.4276 0.4201 -5.4912 0.1 0.0 -0.1
C -4.7757 0.4302 -5.1615 0.0 0.0 0.0
C -5.2178 1.1600 -4.0674 -0.1 0.0 -0.1
C -4.3162 1.8716 -3.2904 0.0 0.1 0.0
H -2.5601 2.4298 0.1912 0.0 0.0 0.1
H -3.7705 4.0043 1.7182 0.0 0.0 0.0
H -4.5769 6.1702 0.8450 0.0 0.0 0.0
H -4.2613 6.7394 -1.5360 0.0 0.0 0.0
H -3.0563 5.1832 -3.0319 0.0 0.1 0.0
H -1.2962 3.2335 -5.5465 0.0 0.0 0.0
H 0.1869 4.8630 -6.6301 0.0 0.0 0.0
H 1.5768 6.3842 -5.2832 0.0 0.0 0.0
H 1.4349 6.3209 -2.8114 0.0 0.0 0.0
H -0.0563 4.6730 -1.7112 0.1 0.0 0.0
H -1.4740 1.1258 -4.9560 0.0 -0.1 -0.1
H -3.0676 -0.1562 -6.3342 0.0 0.0 0.0
H -5.4786 -0.1440 -5.7514 0.0 0.0 0.0
H -6.2714 1.1711 -3.8187 0.0 0.0 0.0
H -4.6651 2.4230 -2.4263 0.0 0.0 0.0